Density functional theory data (ωB97M-V/def2-TZVPD) for 2 unconnected molecules or ions with the total composition C4H11NO in a non-equilibrium geometry.

The geometry in ORCA input format:
```
! wB97M-V def2-TZVPD RIJCOSX def2/J DEFGRID3
* xyz 1 2
C 0.46110 -1.17628 -0.24715
C -0.85528 -0.54360 -0.12106
C -2.07298 -0.83802 -0.72436
C 0.00931 0.91601 1.65644
N -0.94458 0.54163 0.68781
H 1.25824 -0.39134 -0.14195
H 0.59875 -1.49566 -1.33482
H 0.65961 -2.01306 0.41574
H -2.18830 -1.45539 -1.56614
H -2.94618 -0.34761 -0.35138
H 0.64441 1.81754 1.32656
H 0.68190 0.07047 2.01915
H -0.41561 1.22154 2.66186
H -1.89725 0.72749 1.00650
H 1.72565 1.37125 -2.11591
H 2.78532 0.80294 -1.12906
O 2.49589 0.79210 -2.04226
*
```

## Properties
E	-288.6682	hartree
ΔE to the lowest compared entry with this formula, charge and spin	29.49	kcal per mole
expectation value of S²	0.768

Atomic partial charges in e from the Löwdin method, atoms 1 to 2:
1 C -0.009
2 C -0.285

***

Density functional theory data (ωB97M-V/def2-TZVPD) for 2 unconnected molecules or ions with the total composition C4H15N2O in a non-equilibrium geometry.

The geometry in ORCA input format:
```
! wB97M-V def2-TZVPD RIJCOSX def2/J DEFGRID3
* xyz 1 1
C 1.13084 -0.58404 -2.04601
C 0.16628 -0.51129 -0.90547
C -0.58536 0.83938 -0.86515
C -0.74198 1.35062 0.57398
N 0.52278 2.01709 0.97206
N 0.93023 -0.77048 0.40196
H 1.88599 0.21029 -1.99179
H 1.65451 -1.53685 -2.15426
H 0.67843 -0.33144 -3.00892
H -0.63006 -1.22975 -1.01705
H -1.61663 0.71433 -1.18574
H -0.02099 1.58925 -1.42704
H -1.54833 2.06831 0.63870
H -0.96914 0.56942 1.30254
H 0.79036 2.64309 0.22339
H 0.52929 2.51196 1.85274
H 0.25356 -1.35340 0.96895
H 1.75338 -1.31081 0.15877
H 1.24199 0.10375 0.84574
H -1.58662 -2.18331 2.33018
H -2.03308 -2.09331 0.82229
O -1.29955 -1.97763 1.41928
*
```

## Properties
E	-345.9273	hartree
ΔE to the lowest compared entry with this formula, charge and spin	11.54	kcal per mole

Atomic partial charges in e from the Löwdin method, atoms 1 to 2:
1 C -0.055
2 C -0.333

***

Density functional theory data (ωB97M-V/def2-TZVPD) for 9 unconnected molecules or ions with the total composition C14H47B2F3NO8S in a non-equilibrium geometry.

The geometry in ORCA input format:
```
! wB97M-V def2-TZVPD RIJCOSX def2/J DEFGRID3
* xyz -3 1
N 0.78643 -0.14992 -0.64039
H 0.52878 0.57460 -1.34721
H 0.84634 -1.13993 -0.98540
H 0.09574 -0.14307 0.11056
H 1.63831 0.23775 -0.17656
B 4.17305 1.55472 -2.47894
H 5.09994 1.19434 -3.13477
H 4.28117 2.72484 -2.34044
H 3.16986 1.15538 -2.94291
H 4.25122 1.08631 -1.40551
B 2.79869 1.31618 1.06592
H 3.45893 2.02796 1.72756
H 1.85192 0.87786 1.63080
H 2.43145 1.88357 0.11273
H 3.38424 0.36414 0.69892
C -1.09286 3.75478 -3.84897
F -0.69492 4.80030 -4.57126
F -1.48546 4.30530 -2.67259
F -2.17797 3.14320 -4.36873
S 0.30720 2.47994 -3.58408
O -0.01186 1.80401 -2.32682
O 0.23397 1.65743 -4.76304
O 1.47499 3.32351 -3.47473
C 1.52084 -3.74130 -0.89787
O 1.42703 -2.70692 -1.78128
H 1.07100 -4.72576 -1.19415
H 2.59506 -3.94287 -0.68483
H 1.01653 -3.53123 0.07774
C -1.19857 2.64927 0.53170
C -2.28946 2.57544 1.61370
C -3.53322 1.85423 1.10088
O -1.68906 1.76820 2.64514
H -1.24571 1.69776 0.00179
H -0.21781 2.76512 0.98713
H -1.35513 3.41454 -0.22955
H -2.61523 3.56287 1.95565
H -3.89626 2.36029 0.20323
H -4.38324 1.92965 1.79973
H -3.48826 0.76911 1.00739
H -1.80633 2.17802 3.50462
C -3.80448 0.08462 -4.70824
C -2.64267 -0.34889 -3.81303
C -2.94936 -0.73587 -2.37314
O -2.12975 -1.55194 -4.39510
H -4.29183 1.00495 -4.36081
H -4.51848 -0.71212 -4.93909
H -3.51860 0.42752 -5.71349
H -1.89505 0.44929 -3.82208
H -3.79470 -1.42058 -2.31331
H -3.35137 0.17537 -1.90417
H -1.97721 -0.90677 -1.91828
H -2.02367 -1.36793 -5.33433
C -1.51390 -3.00255 1.56329
C -1.90059 -1.68057 2.18406
C -1.96323 -1.68987 3.70148
O -0.95088 -0.72843 1.71535
H -1.80590 -3.02894 0.51301
H -2.09146 -3.83432 1.98587
H -0.45664 -3.22837 1.69686
H -2.90435 -1.46918 1.78396
H -2.08557 -2.74219 3.98670
H -2.79139 -1.16939 4.18962
H -1.05137 -1.35048 4.19401
H -1.21972 0.15263 2.03686
C 4.20757 -1.89736 5.00649
C 3.91630 -1.44878 3.56627
C 2.57242 -1.93840 2.99587
O 3.91398 -0.03293 3.53780
H 3.27307 -2.29190 5.41217
H 4.57606 -1.04282 5.57086
H 4.93837 -2.70873 5.03653
H 4.71459 -1.75015 2.87509
H 2.56266 -3.01917 2.80542
H 2.43227 -1.44098 2.03588
H 1.69253 -1.74029 3.61240
H 3.57099 0.27590 2.66404
*
```

## Properties
E	-1965.4815	hartree

Atomic partial charges in e from the Löwdin method, atoms 1 to 2:
1 N 0.263
2 H 0.059

***

Density functional theory data (ωB97M-V/def2-TZVPD) for a single C9H11BrN2O2 molecule in a non-equilibrium geometry.

The geometry in ORCA input format:
```
! wB97M-V def2-TZVPD RIJCOSX def2/J DEFGRID3
* xyz 0 1
C 1.47385 0.46056 -1.87054
C 2.15543 -0.39685 -0.83095
Br 3.79937 0.22852 -0.20074
N 1.68055 -1.46370 -0.26968
O 2.17587 -2.10419 0.67794
O 0.32284 -1.67500 -0.66634
C -0.54324 -1.27729 0.42426
C -1.94431 -1.67828 0.37270
C -2.91439 -0.86748 -0.09199
C -2.62930 0.57046 -0.32542
C -1.57729 1.06377 0.25994
C -0.47855 0.23037 0.66484
C 0.65603 0.68332 1.30314
N 1.07154 1.98373 1.39097
H 1.82941 1.50145 -2.05030
H 1.68894 0.04557 -2.89471
H 0.41242 0.49271 -1.60454
H 0.11555 -1.81096 1.22825
H -2.08435 -2.80102 0.46723
H -3.98921 -1.13337 -0.29184
H -3.47454 1.04399 -0.72798
H -1.40330 2.14663 0.22420
H 1.35543 -0.07484 1.72075
H 0.59788 2.69685 0.90287
H 1.70339 2.13500 2.18794
*
```

## Properties
E	-3183.3443	hartree
ΔE to the lowest compared entry with this formula, charge and spin	72.94	kcal per mole
structure (SMILES)	C/C(Br)=[N+](/[O-])O[C@@H]1C=CC=C/C1=C\N

Atomic partial charges in e from the Löwdin method, atoms 1 to 2:
1 C -0.089
2 C -0.701

***

Density functional theory data (ωB97M-V/def2-TZVPD) for a single C2H6INO2S2 molecule in a non-equilibrium geometry.

The geometry in ORCA input format:
```
! wB97M-V def2-TZVPD RIJCOSX def2/J DEFGRID3
* xyz 0 1
O 1.77278 0.26731 1.01962
O 1.09005 -0.93994 1.09597
C -0.21476 -0.58360 0.61508
C -0.88294 0.51327 1.31406
S -0.14200 2.22325 0.91543
S -0.17209 2.30842 -1.00335
N -2.10346 3.23407 -1.33947
I -3.29238 3.28039 0.24040
H 2.73168 -0.05952 0.97765
H 0.10346 -0.16298 -0.34484
H -0.77673 -1.51700 0.46533
H -0.81803 0.44965 2.38947
H -2.04083 0.42014 1.17014
H -1.97326 4.10831 -1.82171
*
```

## Properties
E	-1378.9059	hartree
ΔE to the lowest compared entry with this formula, charge and spin	38.40	kcal per mole
structure (SMILES)	OOCCSSNI

Atomic partial charges in e from the Löwdin method, atoms 1 to 2:
1 O -0.145
2 O -0.169

***

Density functional theory data (ωB97M-V/def2-TZVPD) for a single C5H10ClN molecule in a non-equilibrium geometry.

The geometry in ORCA input format:
```
! wB97M-V def2-TZVPD RIJCOSX def2/J DEFGRID3
* xyz 0 1
N 1.43346 1.42312 -0.07954
C 1.61643 0.02889 -0.02207
C 0.33653 -0.89851 0.03977
C -0.65544 -0.47939 1.08712
C -1.40432 0.30121 -0.01933
Cl -3.18230 0.47051 -0.01697
C -0.77144 -0.60702 -0.98178
H 1.21312 1.83440 -0.97234
H 1.07594 1.80216 0.81162
H 2.20903 -0.30252 -0.87454
H 2.35380 -0.06770 0.82448
H 0.60709 -2.00127 0.02050
H -1.47697 -1.15660 1.48268
H -0.39141 0.13465 1.96700
H -0.90352 1.31482 -0.06599
H -0.63081 -0.36709 -2.05286
H -1.42919 -1.42968 -1.14776
*
```

## Properties
E	-711.4017	hartree
ΔE to the lowest compared entry with this formula, charge and spin	33.72	kcal per mole
structure (SMILES)	NC[C@H]1C[C@H](Cl)C1

Atomic partial charges in e from the Löwdin method, atoms 1 to 2:
1 N -0.022
2 C -0.270

***

Density functional theory data (ωB97M-V/def2-TZVPD) for a molecular structure, CH6Si2 in a non-equilibrium geometry.

The geometry in ORCA input format:
```
! wB97M-V def2-TZVPD RIJCOSX def2/J DEFGRID3
* xyz 0 1
C -0.82713 0.30797 -0.52011
Si -0.37559 1.34885 1.10468
Si 0.85596 -0.44841 -0.40236
H -1.53778 -0.51106 -0.49088
H -0.94543 0.99689 -1.31360
H -1.18773 0.28552 1.98306
H 1.01611 -1.12742 1.33648
H 1.14459 -1.64012 -1.11451
H 1.85701 0.78779 -0.58277
*
```

## Properties
E	-620.5405	hartree
ΔE to the lowest compared entry with this formula, charge and spin	27.96	kcal per mole

Atomic partial charges in e from the Löwdin method, atoms 1 to 2:
1 C -0.677
2 Si 0.575

***

Density functional theory data (ωB97M-V/def2-TZVPD) for 2 unconnected molecules or ions with the total composition C5H9NO in a non-equilibrium geometry.

The geometry in ORCA input format:
```
! wB97M-V def2-TZVPD RIJCOSX def2/J DEFGRID3
* xyz 0 1
C 1.66721 -0.03631 0.09074
C -0.49201 0.19941 0.45953
C -1.40514 -0.42277 -0.38715
C 2.30911 1.24869 -0.22183
C -2.74094 -0.82471 0.13493
N 1.99400 -1.23188 0.08270
O -1.14129 1.00162 -0.47298
H -0.47664 0.48248 1.48336
H -1.08760 -1.03972 -1.16150
H 1.84955 2.03093 0.26471
H 2.31102 1.39292 -1.26934
H 3.33236 1.28186 0.28307
H -2.91265 -1.95720 0.34383
H -3.40468 -0.50255 -0.73583
H -2.84481 -0.13454 1.00622
H 3.04253 -1.48822 0.09953
*
```

## Properties
E	-325.7377	hartree
ΔE to the lowest compared entry with this formula, charge and spin	125.39	kcal per mole

Atomic partial charges in e from the Löwdin method, atoms 1 to 2:
1 C -0.270
2 C -0.126